{
  "formula": "C18H31BBr2F4N2O4OsSi4",
  "method": "the ωB97M-V functional and the def2-TZVPD basis",
  "elements": ["Os", "Br", "C", "C", "C", "Br", "C", "C", "C", "C", "N", "C", "C", "O", "H", "H", "H", "H", "F", "B", "F", "F", "F", "C", "Si", "C", "C", "Si", "Si", "C", "C", "C", "Si", "C", "C", "C", "H", "H", "H", "H", "H", "H", "H", "H", "H", "H", "H", "H", "H", "H", "H", "H", "H", "H", "H", "H", "H", "H", "H", "H", "H", "H", "H", "O", "N", "O", "O"],
  "xyz": [[0.3611, 0.1505, 0.9613], [-2.5671, -3.9558, 1.5037], [-1.8955, -2.8159, 2.8354], [-2.2311, -3.0781, 4.1811], [-1.7552, -2.2995, 5.1948], [-2.2254, -2.7093, 6.9759], [-0.9107, -1.1908, 4.9222], [-0.3175, -0.3372, 5.8779], [0.5067, 0.6752, 5.4719], [0.7300, 0.8749, 4.1000], [0.1638, 0.1113, 3.1977], [-0.6159, -0.9308, 3.5752], [-1.0831, -1.7582, 2.5164], [-0.6838, -1.4649, 1.2737], [-2.8683, -3.9237, 4.3966], [-0.5093, -0.5065, 6.9285], [0.9976, 1.3197, 6.1856], [1.3904, 1.6533, 3.7357], [2.5688, -0.0204, 1.3126], [3.5644, -0.3267, 2.4645], [4.6460, -0.8890, 1.8664], [3.7898, 0.8884, 3.0565], [2.8654, -1.1948, 3.2872], [3.1116, 1.8235, -1.6233], [1.3454, 2.0937, -2.1990], [1.2804, 2.1422, -4.0860], [0.7390, 3.7852, -1.6306], [-0.0596, 0.3601, -1.3900], [0.7604, -1.8426, -2.0064], [-0.5230, -3.1717, -1.6798], [2.3860, -2.2754, -1.1740], [1.0302, -1.7774, -3.8731], [-2.3294, 0.5632, -2.0264], [-2.5122, 0.3883, -3.8907], [-2.9405, 2.2639, -1.5055], [-3.3381, -0.7606, -1.1543], [3.7260, 2.6614, -1.9614], [3.5374, 0.9086, -2.0413], [3.1943, 1.7616, -0.5375], [1.8485, 3.0136, -4.4205], [0.2568, 2.2576, -4.4506], [1.7147, 1.2672, -4.5661], [1.3747, 4.5459, -2.0909], [0.7898, 3.9353, -0.5508], [-0.2830, 3.9707, -1.9641], [-0.9213, -3.1404, -0.6664], [-0.0621, -4.1496, -1.8383], [-1.3530, -3.0804, -2.3825], [2.3532, -2.2305, -0.0864], [3.1921, -1.6139, -1.4972], [2.6611, -3.2959, -1.4549], [0.1388, -1.4473, -4.4080], [1.2591, -2.7958, -4.2017], [1.8670, -1.1453, -4.1633], [-1.9540, 1.1455, -4.4431], [-3.5706, 0.5104, -4.1369], [-2.2021, -0.5946, -4.2478], [-2.4190, 3.0709, -2.0201], [-2.8340, 2.4210, -0.4318], [-4.0023, 2.3417, -1.7569], [-3.2097, -1.7342, -1.6276], [-4.3999, -0.5067, -1.1946], [-3.0530, -0.8669, -0.1074], [0.9497, 2.1128, 1.1459], [-0.1703, 2.7796, 1.4241], [-0.1052, 3.9502, 1.6261], [-1.1948, 2.0830, 1.4704]],
  "forces_ev_per_angstrom": [[0.1, 0.0, 0.6], [0.0, 0.0, 0.0], [0.1, 0.1, 0.1], [0.0, 0.0, 0.1], [0.0, 0.0, -0.1], [0.0, 0.0, 0.0], [0.0, 0.0, -0.1], [0.0, 0.0, 0.0], [0.0, 0.0, 0.0], [0.0, 0.1, 0.1], [0.0, 0.0, -0.2], [-0.1, -0.2, 0.1], [0.0, 0.1, 0.2], [0.2, -0.1, -0.4], [0.0, 0.0, 0.0], [0.0, 0.0, 0.0], [0.0, 0.0, 0.0], [0.0, 0.0, 0.0], [0.1, -0.1, -0.1], [-0.4, -0.1, -0.1], [0.1, 0.0, -0.1], [0.0, 0.2, 0.1], [0.0, 0.0, 0.0], [-0.1, -0.1, -0.1], [0.2, 0.3, 0.0], [-0.1, -0.1, 0.1], [0.0, -0.2, 0.1], [-0.2, -0.1, -0.4], [0.2, -0.1, 0.0], [0.0, 0.2, 0.0], [-0.1, 0.1, -0.1], [-0.1, 0.0, 0.1], [0.0, 0.1, 0.1], [0.0, 0.0, 0.1], [0.0, -0.1, -0.1], [0.0, 0.0, -0.1], [0.0, 0.0, 0.0], [0.0, 0.0, 0.0], [0.0, 0.0, 0.0], [0.0, 0.0, 0.0], [0.0, 0.0, 0.0], [0.0, -0.1, 0.0], [0.0, 0.0, 0.0], [0.0, 0.0, -0.2], [0.0, 0.0, 0.0], [0.0, 0.0, 0.0], [0.0, 0.0, 0.0], [0.0, 0.0, 0.0], [0.0, 0.0, 0.1], [0.0, 0.0, 0.0], [0.0, 0.0, 0.0], [0.0, 0.0, 0.0], [0.0, 0.0, 0.0], [0.0, 0.1, 0.0], [0.0, 0.0, 0.0], [0.0, 0.0, 0.0], [0.0, 0.0, 0.0], [0.0, 0.0, 0.0], [0.0, 0.0, 0.0], [0.0, 0.0, 0.0], [0.0, 0.0, 0.0], [0.0, 0.0, 0.0], [0.0, 0.0, 0.0], [-0.2, 0.0, 0.0], [0.2, -0.3, 0.2], [0.0, 0.2, 0.0], [0.0, 0.1, -0.1]],
  "e_above_lowest_ev": 0.000,
  "fmax_ha_per_bohr": 0.0118,
  "homo_lumo_gap_ev": [7.89, 6.49],
  "s_squared": 6.023,
  "multiplicity": 5
}



{
  "formula": "C18H31F4NO16",
  "method": "the ωB97M-V functional and the def2-TZVPD basis",
  "elements": ["N", "H", "H", "H", "H", "O", "H", "C", "C", "O", "C", "O", "O", "F", "H", "H", "H", "C", "C", "O", "C", "O", "O", "F", "H", "H", "H", "C", "C", "O", "C", "O", "O", "F", "H", "H", "H", "C", "C", "O", "C", "O", "O", "F", "H", "H", "H", "C", "O", "C", "C", "O", "C", "C", "O", "C", "H", "H", "H", "H", "H", "H", "H", "H", "H", "H", "H", "H", "H", "H"],
  "xyz": [[1.1777, -0.4238, 1.1355], [0.7867, 0.4642, 0.7955], [2.0007, -0.5598, 0.2615], [0.4117, -1.0348, 1.1835], [1.6837, -0.1428, 1.9185], [-1.5283, -0.0188, -0.0075], [-1.1113, 0.6522, -0.4205], [-3.4753, -3.4308, -2.2855], [-1.9313, -2.7888, -2.2535], [-1.7043, -2.3998, -3.5855], [-2.4183, -3.2338, -4.3125], [-2.3233, -3.2068, -5.5615], [-3.4163, -4.0068, -3.6385], [-0.9733, -3.6058, -1.7455], [-4.2313, -2.7148, -2.2555], [-3.3463, -4.1108, -1.4235], [-2.1543, -1.8478, -1.7065], [0.7137, 4.8012, -1.8365], [-0.0573, 3.6672, -1.1445], [0.7267, 3.2272, -0.0155], [1.8027, 3.8932, -0.0245], [2.7527, 3.7222, 0.8125], [1.8787, 4.8692, -0.8865], [-0.2133, 2.7052, -2.1875], [0.2457, 5.6722, -1.6935], [1.0157, 4.6102, -2.7965], [-1.1043, 4.0632, -0.9205], [-2.4793, 1.4932, 2.6945], [-2.1253, 2.9202, 2.2375], [-2.1033, 3.5752, 3.6465], [-2.4573, 2.6992, 4.5195], [-2.5943, 2.9632, 5.7795], [-2.6313, 1.4822, 4.0905], [-2.9843, 3.4022, 1.3445], [-1.6753, 0.8362, 2.2985], [-3.4543, 1.2032, 2.0725], [-1.0783, 2.9062, 1.7225], [-4.6823, -1.3978, 1.0935], [-3.4943, -2.4278, 1.3225], [-4.1693, -3.6228, 1.0335], [-5.4083, -3.5388, 0.5795], [-5.9113, -4.4268, 0.0105], [-5.7223, -2.2328, 0.4525], [-3.1033, -2.3408, 2.5945], [-4.3203, -0.6528, 0.5035], [-4.8873, -0.8368, 1.9575], [-2.7383, -2.1878, 0.7395], [4.8027, -2.2258, 2.1185], [3.9767, -1.1108, 2.2265], [4.6167, 0.2712, 2.0985], [4.8607, 0.4892, 0.5575], [3.8347, 0.4392, -0.1325], [3.9147, 0.7982, -1.4955], [2.5977, 0.5492, -2.2185], [2.2627, -0.8618, -2.0115], [1.0837, -1.2898, -2.6965], [4.1057, -3.0678, 2.5475], [5.5117, -2.0658, 2.9465], [5.0497, -2.7488, 1.3275], [5.6847, 0.1972, 2.7725], [3.7677, 0.9762, 2.4575], [5.4637, -0.2858, 0.4555], [5.4507, 1.4882, 0.3825], [4.5817, 0.1752, -1.9035], [4.2137, 1.8242, -1.6615], [2.9757, 0.6632, -3.2445], [1.9277, 1.2442, -1.9035], [0.1137, -0.6888, -2.1715], [1.0877, -2.2598, -2.5895], [0.9267, -1.1508, -3.9575]],
  "forces_ev_per_angstrom": [[3.5, 2.4, -5.5], [-0.7, -0.3, 0.0], [-2.6, -0.4, 2.8], [-1.4, -1.4, 0.1], [1.1, -0.4, 2.2], [-1.7, -3.7, 2.8], [2.0, 3.6, -2.5], [5.7, -1.6, -0.8], [-4.2, 2.4, 1.3], [0.3, -1.4, 1.8], [-2.2, -1.0, -6.6], [-0.4, -0.7, 4.6], [2.0, 1.8, 0.4], [-0.5, 0.3, -0.4], [-1.1, 1.2, 0.4], [-1.2, -0.3, -0.8], [1.7, -0.5, 0.4], [2.2, -2.7, 4.8], [-1.9, 0.5, -2.5], [-4.6, -1.8, -2.1], [8.2, 1.5, 4.8], [-3.8, 0.0, -3.1], [-0.7, 0.6, -2.3], [0.3, 0.3, 2.2], [-1.8, 3.4, 0.1], [0.8, -0.6, -2.2], [1.4, -1.3, 0.5], [-1.3, -0.9, -3.4], [2.5, -1.7, 1.8], [0.4, 1.2, -4.5], [-1.0, 1.0, 8.8], [0.7, -0.9, -5.7], [-0.2, -1.0, -1.3], [-0.5, 0.9, 0.5], [-0.7, 0.0, 0.6], [1.9, 0.4, 1.7], [-1.7, 0.7, 1.4], [0.7, -3.4, -0.2], [-6.7, 1.1, 1.8], [3.0, -1.4, 1.6], [1.5, 2.3, -1.9], [-1.9, -1.5, 0.1], [-0.1, 1.8, 1.5], [0.5, -0.6, 1.2], [0.6, 1.8, -2.8], [-1.3, -0.3, 1.8], [3.9, 0.4, -3.0], [-3.0, -0.2, 7.6], [-0.4, 3.0, -1.4], [-0.2, -1.3, 0.8], [5.8, 4.9, 6.5], [-8.6, 0.1, -4.0], [-2.6, 0.9, 1.2], [3.7, -3.3, -0.6], [-0.1, 1.9, -0.7], [-2.8, 6.9, -1.9], [1.0, 1.3, -0.2], [0.8, -0.7, -0.8], [2.0, -1.0, -5.1], [-3.1, 0.7, -1.9], [1.8, -1.0, -0.1], [3.6, -3.7, -1.6], [-0.6, -1.5, 0.6], [2.9, -2.3, -1.8], [0.2, 0.5, 0.3], [-1.0, 0.3, -0.2], [-2.7, 1.6, 0.6], [2.3, -2.0, -1.5], [-0.6, -5.1, 0.9], [1.1, 0.2, 3.5]],
  "e_above_lowest_ev": 4.292,
  "fmax_ha_per_bohr": 0.1942,
  "homo_lumo_gap_ev": 8.36
}



{
  "formula": "C18H31F5O4",
  "method": "the ωB97M-V functional and the def2-TZVPD basis",
  "elements": ["C", "O", "C", "C", "C", "C", "C", "C", "C", "C", "F", "F", "C", "F", "F", "F", "C", "O", "C", "O", "O", "H", "H", "H", "H", "H", "H", "H", "H", "H", "H", "H", "H", "H", "H", "H", "H", "H", "C", "C", "C", "C", "C", "C", "H", "H", "H", "H", "H", "H", "H", "H", "H", "H", "H", "H", "H", "H"],
  "xyz": [[5.8021, -2.6987, 2.5218], [6.0777, -1.9960, 1.3314], [5.3963, -2.4145, 0.1629], [4.5405, -1.2964, -0.4755], [4.2462, -0.1052, 0.4344], [3.2584, -0.4339, 1.5580], [1.7984, -0.5247, 1.0729], [1.1979, -1.9060, 1.3373], [-0.1309, -2.2167, 0.6413], [-1.2290, -1.2102, 1.0111], [-1.0036, -0.0422, 0.3999], [-1.1895, -0.9967, 2.3438], [-2.6955, -1.6052, 0.6833], [-2.8005, -2.1191, -0.5424], [-3.4857, -0.5419, 0.7717], [-3.1252, -2.5185, 1.5619], [-0.5003, -3.6929, 0.8171], [0.2257, -4.3029, -0.2563], [0.4196, -3.3837, -1.2288], [0.7651, -3.6235, -2.3322], [0.0470, -2.1488, -0.7828], [4.8551, -3.2469, 2.4592], [6.6021, -3.4156, 2.7376], [5.7364, -1.9876, 3.3479], [4.7840, -3.2964, 0.3841], [6.1538, -2.7323, -0.5600], [3.5922, -1.7274, -0.8186], [5.0461, -0.9378, -1.3753], [5.1758, 0.2871, 0.8487], [3.8142, 0.6895, -0.1832], [3.3475, 0.3045, 2.3579], [3.5336, -1.3919, 2.0127], [1.7565, -0.3253, -0.0017], [1.1937, 0.2403, 1.5615], [1.9020, -2.6679, 0.9809], [1.0831, -2.0676, 2.4133], [-0.1783, -4.1051, 1.7695], [-1.5603, -3.8973, 0.6695], [-4.9224, 5.5971, -1.4982], [-5.1349, 4.1270, -1.1523], [-4.0013, 3.5244, -0.3239], [-2.6293, 3.5462, -1.0007], [-2.5747, 2.8550, -2.3627], [-2.9471, 1.3773, -2.3024], [-4.0288, 5.7427, -2.1072], [-5.7688, 5.9964, -2.0584], [-4.8083, 6.1965, -0.5921], [-5.2689, 3.5520, -2.0730], [-6.0683, 4.0207, -0.5933], [-4.2619, 2.4954, -0.0611], [-3.9289, 4.0668, 0.6245], [-1.9085, 3.0634, -0.3324], [-2.2902, 4.5799, -1.1116], [-1.5613, 2.9543, -2.7601], [-3.2283, 3.3699, -3.0727], [-2.2880, 0.8477, -1.6125], [-2.8584, 0.9089, -3.2833], [-3.9739, 1.2339, -1.9614]],
  "forces_ev_per_angstrom": [[0.1, -0.1, 0.0], [-0.1, 0.2, 0.1], [0.0, -0.1, -0.1], [0.0, 0.1, 0.0], [-0.1, 0.0, 0.0], [0.0, -0.1, 0.1], [0.0, -0.1, -0.1], [0.0, 0.1, 0.0], [0.1, 0.0, -0.1], [-0.2, -0.3, -0.1], [0.1, 0.4, -0.3], [0.0, 0.0, 0.3], [0.1, 0.0, 0.0], [0.0, 0.0, 0.0], [0.0, 0.0, 0.0], [-0.1, -0.1, 0.0], [-0.1, 0.0, 0.0], [0.1, 0.0, 0.2], [-0.9, 0.0, 0.0], [0.4, 0.0, -0.1], [0.3, 0.0, 0.1], [0.0, 0.0, 0.0], [-0.1, 0.0, 0.0], [0.0, 0.0, 0.0], [0.0, 0.1, 0.1], [-0.1, -0.1, 0.0], [0.1, 0.0, 0.0], [0.0, 0.0, 0.1], [0.0, -0.1, 0.0], [0.0, 0.0, 0.1], [0.0, 0.0, -0.1], [0.1, 0.1, 0.0], [0.0, 0.0, 0.0], [0.0, 0.0, -0.1], [-0.1, 0.0, 0.0], [0.0, 0.0, -0.1], [0.1, 0.0, -0.1], [0.1, 0.0, 0.0], [0.0, 0.0, 0.0], [0.0, 0.0, 0.0], [0.0, 0.0, 0.0], [0.0, 0.0, 0.0], [0.0, 0.0, 0.0], [0.0, 0.0, 0.0], [0.0, 0.0, 0.0], [0.0, 0.0, 0.0], [0.0, 0.0, 0.0], [0.0, 0.0, 0.0], [0.0, 0.0, 0.0], [0.0, 0.0, 0.0], [0.0, 0.0, 0.0], [0.0, 0.0, 0.0], [0.0, 0.0, 0.0], [0.0, 0.0, 0.0], [0.0, 0.0, 0.0], [0.0, 0.0, 0.0], [0.0, 0.0, 0.0], [0.0, 0.0, 0.0]],
  "fmax_ha_per_bohr": 0.0171,
  "homo_lumo_gap_ev": 10.34,
  "smiles": "COCCCCCC[C@]1(C(F)(F)C(F)(F)F)COC(=O)O1.CCCCCC"
}



{
  "formula": "C18H31N2O3",
  "method": "the ωB97M-V functional and the def2-TZVPD basis",
  "elements": ["C", "C", "C", "C", "C", "C", "C", "O", "C", "C", "O", "C", "N", "C", "C", "N", "C", "C", "O", "C", "C", "C", "C", "H", "H", "H", "H", "H", "H", "H", "H", "H", "H", "H", "H", "H", "H", "H", "H", "H", "H", "H", "H", "H", "H", "H", "H", "H", "H", "H", "H", "H", "H", "H"],
  "xyz": [[-4.4973, -4.2900, 2.3749], [-5.2418, -3.2229, 1.5833], [-4.6896, -3.0622, 0.1585], [-3.2806, -2.5537, 0.1759], [-3.0248, -1.2059, 0.4036], [-1.7293, -0.7275, 0.4641], [-0.6705, -1.6047, 0.2883], [0.6452, -1.1042, 0.3062], [1.3420, -1.3282, 1.5245], [2.7455, -0.7065, 1.3981], [3.4975, -0.8921, 2.5628], [2.6592, 0.8199, 1.2209], [1.9010, 1.2062, 0.0142], [2.7217, 1.1716, -1.2176], [1.8049, 1.4158, -2.4249], [1.0865, 2.6589, -2.3452], [1.6780, 3.8535, -2.9056], [2.5153, 4.7682, -1.9919], [3.5982, 4.0664, -1.3961], [0.3684, 2.7679, -1.1062], [1.2577, 2.5321, 0.1300], [-0.9020, -2.9508, 0.0604], [-2.2031, -3.4155, 0.0052], [-4.5640, -5.2533, 1.8744], [-3.4464, -4.0289, 2.4832], [-4.9288, -4.3920, 3.3673], [-6.2965, -3.4938, 1.5167], [-5.1741, -2.2665, 2.1061], [-4.7309, -4.0262, -0.3502], [-5.3229, -2.3590, -0.3858], [-3.8493, -0.5215, 0.5352], [-1.5419, 0.3221, 0.6438], [1.4279, -2.4042, 1.7213], [0.8043, -0.8702, 2.3662], [3.2461, -1.1592, 0.5273], [3.6614, -1.8287, 2.7210], [2.1684, 1.2220, 2.1102], [3.6692, 1.2327, 1.1801], [1.1559, 0.4719, -0.0881], [3.2089, 0.2016, -1.3029], [3.4696, 1.9651, -1.1587], [2.3994, 1.3945, -3.3374], [1.0688, 0.6033, -2.4806], [0.8638, 4.4733, -3.2968], [2.2962, 3.5422, -3.7480], [2.8819, 5.5880, -2.6147], [1.8848, 5.2009, -1.2026], [4.3439, 4.6635, -1.2892], [-0.0965, 3.7513, -1.0392], [-0.4310, 2.0151, -1.1105], [0.6542, 2.5660, 1.0383], [2.0477, 3.2815, 0.1888], [-0.0699, -3.6235, -0.0820], [-2.3820, -4.4642, -0.1763]],
  "forces_ev_per_angstrom": [[-0.1, 0.2, 0.0], [0.1, -0.2, -0.1], [-0.2, 0.1, 0.2], [0.0, 0.0, -0.1], [0.0, -0.1, 0.0], [0.3, 0.0, 0.0], [-0.1, 0.0, 0.0], [-0.4, -0.2, -0.2], [0.4, -0.1, 0.5], [-0.5, 0.0, -0.6], [0.0, 0.1, 0.2], [0.5, -0.5, 0.7], [-0.3, -0.4, 0.0], [0.3, -0.1, -0.9], [0.2, 0.0, 0.2], [0.0, -0.1, 0.0], [0.2, 0.4, 0.2], [-0.4, 0.0, -0.2], [0.2, -0.1, -0.1], [0.1, 0.0, 0.1], [-0.6, 0.7, -0.1], [0.3, 0.2, 0.0], [0.0, 0.1, 0.0], [0.0, -0.1, 0.0], [0.1, 0.0, 0.1], [0.0, -0.1, 0.1], [0.0, 0.1, 0.0], [-0.1, 0.1, 0.0], [0.0, 0.0, -0.1], [0.0, -0.1, -0.1], [-0.1, 0.1, 0.0], [0.0, 0.1, 0.0], [0.0, 0.1, 0.0], [0.0, 0.0, -0.1], [-0.1, 0.1, 0.1], [0.0, 0.0, -0.1], [-0.1, 0.1, -0.1], [-0.1, 0.1, -0.1], [0.2, 0.3, 0.0], [-0.1, 0.0, 0.1], [-0.1, -0.2, 0.2], [0.0, -0.1, 0.0], [0.1, -0.1, 0.0], [0.1, 0.1, -0.1], [0.0, 0.1, -0.1], [0.0, 0.0, 0.1], [0.0, 0.0, -0.1], [0.0, 0.0, 0.0], [-0.1, 0.0, 0.1], [-0.1, 0.1, 0.1], [0.1, -0.1, 0.0], [0.0, -0.1, 0.1], [0.1, -0.1, 0.0], [0.0, -0.1, 0.0]],
  "e_above_lowest_ev": 0.150,
  "fmax_ha_per_bohr": 0.0194,
  "homo_lumo_gap_ev": 9.63,
  "charge": 1,
  "smiles": "CCCc1ccc(OC[C@H](O)C[NH+]2CCN(CCO)CC2)cc1"
}